132
Properties=species:S:1:pos:R:3:mulliken_charge:R:1 method="wB97M-V/def2-TZVPD" max_force_ev_per_a=4.31 de_lowest_kcal_mol=92.3 spin_multiplicity=6 gap_ev="5.5 / 5.4" lumo_ev="-5.22 / -5.33" charge=+1
Mn -0.218 -3.013 1.868 0.9727
C 0.963 0.281 0.555 -0.1016
C -0.468 -0.102 0.177 1.1305
C -0.542 -0.018 -1.422 -1.3265
O -0.784 -1.365 0.702 0.7188
H 1.209 1.073 -0.152 -0.3900
H 1.709 -0.506 0.663 -0.5386
H 0.879 0.714 1.552 0.0344
H -1.074 0.708 0.583 -0.4542
H -1.416 -0.530 -1.824 0.4149
H 0.369 -0.284 -1.959 0.0246
H -0.571 1.044 -1.662 0.3603
C -1.429 -5.144 -4.310 0.1487
O -0.682 -5.588 -5.194 -0.6126
N -1.058 -4.571 -3.177 0.2227
C -1.988 -3.798 -2.398 -0.4993
C 0.440 -4.625 -2.775 -0.7033
H -2.525 -5.198 -4.395 0.3007
H -1.710 -2.825 -2.804 0.2024
H -1.577 -3.896 -1.393 0.0430
H -2.996 -4.212 -2.404 0.3422
H 0.446 -4.584 -1.686 0.1547
H 1.082 -5.454 -3.073 0.3059
H 0.876 -3.679 -3.099 0.1366
C -1.821 -1.200 -6.647 -0.0001
O -2.169 -2.375 -6.660 -0.5755
N -0.918 -0.716 -5.782 0.2775
C -0.328 0.574 -5.951 -1.0391
C -0.377 -1.698 -4.862 0.1949
H -2.202 -0.508 -7.414 0.3162
H 0.751 0.424 -5.988 0.3962
H -0.388 1.334 -5.172 0.2670
H -0.518 1.069 -6.904 0.3741
H 0.579 -2.213 -4.962 0.3663
H -0.258 -1.286 -3.860 -0.4963
H -1.113 -2.495 -4.756 -0.0383
C 3.098 -2.244 -1.787 0.3051
O 3.261 -3.158 -2.511 -0.5729
N 4.109 -1.619 -1.098 0.1403
C 4.207 -0.232 -0.640 -0.9425
C 5.360 -2.458 -0.853 -1.1764
H 2.099 -1.791 -1.695 0.1810
H 5.234 0.072 -0.843 0.5003
H 3.948 -0.046 0.402 0.2324
H 3.527 0.365 -1.247 0.3196
H 5.639 -2.367 0.197 0.3583
H 5.248 -3.511 -1.112 0.2498
H 6.056 -2.189 -1.647 0.4360
C 2.565 0.196 4.380 0.1868
O 3.626 -0.419 4.326 -0.7697
N 2.591 1.528 4.643 0.1466
C 1.384 2.320 4.634 -0.5600
C 3.756 2.234 5.057 -0.9564
H 1.572 -0.204 4.122 0.3742
H 1.558 3.143 3.941 0.2857
H 1.075 2.548 5.654 0.3617
H 0.621 1.678 4.193 -0.1428
H 3.765 3.231 4.616 0.3007
H 3.734 2.428 6.130 0.3653
H 4.686 1.726 4.800 0.2815
C -5.294 1.810 -2.749 -0.0216
O -4.306 1.905 -3.500 -0.5962
N -5.106 1.866 -1.427 0.4194
C -3.946 2.433 -0.843 -0.4449
C -6.413 1.712 -0.579 -0.9150
H -6.372 1.739 -2.964 0.3257
H -4.242 2.993 0.044 0.2164
H -3.447 3.042 -1.597 0.3918
H -3.114 1.817 -0.503 -0.2378
H -7.029 0.926 -1.015 0.3365
H -6.198 1.735 0.490 0.1549
H -7.017 2.619 -0.570 0.4126
C -2.014 0.469 3.711 0.9570
O -1.306 0.206 4.690 -0.7414
N -2.999 1.347 3.710 0.0909
C -3.843 1.658 2.549 -0.4965
C -3.325 2.113 4.905 -1.0689
H -1.966 0.034 2.701 -0.2743
H -3.659 0.840 1.851 -0.1795
H -3.735 2.596 2.005 0.2556
H -4.874 1.620 2.900 0.4043
H -2.742 3.033 4.857 0.3397
H -4.400 2.239 5.036 0.3140
H -2.926 1.587 5.772 0.3493
C 4.789 5.031 2.524 0.1369
O 3.749 5.474 3.000 -0.5788
N 4.794 3.995 1.694 0.2393
C 5.970 3.478 1.109 -1.0177
C 3.634 3.196 1.345 -0.5328
H 5.853 5.279 2.657 0.2627
H 6.218 2.750 1.880 0.3927
H 6.726 4.256 1.004 0.3750
H 5.844 3.032 0.122 0.2295
H 2.892 3.915 0.998 0.4307
H 3.578 2.462 0.540 0.0521
H 3.163 2.813 2.250 -0.0255
C -1.465 5.069 -1.853 0.1540
O -2.577 5.431 -1.384 -0.6020
N -0.407 4.560 -1.174 0.2731
C -0.442 4.314 0.234 -0.7665
C 0.824 4.118 -1.738 -0.8586
H -1.273 5.216 -2.927 0.3426
H 0.200 4.982 0.807 0.4166
H 0.023 3.389 0.575 -0.0254
H -1.418 4.390 0.714 0.2882
H 0.930 4.183 -2.821 0.3540
H 1.575 4.863 -1.476 0.4102
H 1.128 3.140 -1.366 0.0680
C -5.440 -3.695 1.130 0.1087
O -4.331 -3.996 1.612 -0.5733
N -5.478 -2.690 0.149 0.2939
C -6.729 -2.191 -0.412 -0.7967
C -4.313 -1.915 -0.345 -0.7358
H -6.421 -4.166 1.300 0.2809
H -7.578 -2.763 -0.037 0.3396
H -6.797 -2.244 -1.499 0.2912
H -6.852 -1.133 -0.184 0.1516
H -4.218 -1.723 -1.414 0.3424
H -4.371 -0.899 0.045 0.1596
H -3.358 -2.229 0.074 -0.0007
C 2.999 -2.993 2.309 0.3999
O 1.915 -2.968 1.737 -0.5232
N 3.947 -3.947 2.129 0.3499
C 5.071 -3.918 3.058 -0.9807
C 3.934 -4.938 1.129 -0.9917
H 3.238 -2.248 3.084 0.0526
H 5.011 -3.263 3.927 0.2995
H 6.055 -3.636 2.684 0.3312
H 5.054 -4.823 3.665 0.4049
H 3.080 -4.997 0.455 0.1940
H 4.837 -4.967 0.520 0.3503
H 3.815 -5.906 1.615 0.4078

107
Properties=species:S:1:pos:R:3:mulliken_charge:R:1 method="wB97M-V/def2-TZVPD" max_force_ev_per_a=1.36 gap_ev=7.2 lumo_ev=-0.75 smiles="CCCCc1c(CCCCn2cccc2)c(P(C)O)c(OC#N)c2c1C(=O)C=C(CCCNCc1ccccc1O)C2=O.CN(C)C=O.CN(C)C=O"
C 1.311 -1.007 -0.918 -0.9038
C 1.622 -1.034 0.579 -0.6302
C 0.506 -0.396 1.426 -0.1373
C 0.659 1.092 1.809 -1.1163
C 0.444 2.083 0.682 0.6107
C -0.814 2.690 0.448 0.9486
C -2.011 2.438 1.329 -0.6371
C -2.545 0.998 1.416 -1.3285
C -2.894 0.298 0.087 -0.2933
C -4.383 0.023 -0.128 -1.1623
N -4.652 -1.343 -0.540 0.3142
C -4.603 -2.482 0.230 -0.6794
C -4.947 -3.546 -0.563 -0.0112
C -5.221 -3.055 -1.868 -0.6961
C -5.032 -1.695 -1.802 -0.3577
C -0.951 3.602 -0.620 1.0899
P -2.446 4.660 -0.993 -0.0920
C -3.820 3.489 -1.296 -0.8590
O -2.884 5.346 0.449 -0.4243
C 0.125 3.854 -1.463 -0.7399
O 0.008 4.771 -2.534 -0.4419
C -0.603 4.276 -3.555 0.5532
N -1.160 3.903 -4.479 -0.5147
C 1.356 3.247 -1.263 1.1171
C 1.509 2.393 -0.178 0.6737
C 2.898 1.851 -0.007 -0.8623
O 3.427 1.695 1.063 -0.5943
C 3.604 1.558 -1.267 0.0229
C 3.438 2.338 -2.334 0.8421
C 4.100 2.131 -3.667 -1.0512
C 5.618 2.363 -3.676 -1.1030
C 6.376 1.584 -2.619 -0.6240
N 6.043 0.164 -2.680 -0.0322
C 7.066 -0.719 -2.096 -1.1633
C 6.497 -1.669 -1.077 0.6467
C 7.076 -1.758 0.193 -0.6102
C 6.603 -2.631 1.169 -0.8244
C 5.522 -3.454 0.870 -0.5064
C 4.926 -3.384 -0.385 -0.4958
C 5.411 -2.499 -1.345 0.7645
O 4.836 -2.454 -2.600 -0.6063
C 2.522 3.495 -2.177 -0.4620
O 2.713 4.541 -2.732 -0.5589
H 1.897 -1.738 -1.471 0.1813
H 0.260 -1.232 -1.086 0.4127
H 1.500 -0.043 -1.387 0.0774
H 2.604 -0.636 0.808 0.2002
H 1.653 -2.088 0.855 0.4925
H 0.464 -0.940 2.370 0.4229
H -0.428 -0.598 0.916 -0.3562
H 1.609 1.237 2.302 0.8696
H -0.106 1.301 2.555 -0.0115
H -1.715 2.706 2.343 -1.0876
H -2.834 3.094 1.085 0.6185
H -1.893 0.377 2.009 0.5050
H -3.469 1.064 1.991 0.7728
H -2.466 0.842 -0.751 0.3927
H -2.406 -0.675 0.089 0.3906
H -4.962 0.210 0.776 0.3552
H -4.821 0.657 -0.890 0.2472
H -4.339 -2.474 1.271 0.3750
H -5.002 -4.591 -0.321 0.2513
H -5.511 -3.610 -2.738 0.4409
H -5.149 -0.951 -2.572 0.3374
H -3.523 2.699 -1.978 0.2946
H -4.187 3.068 -0.363 0.1767
H -4.633 4.048 -1.747 0.5269
H -2.364 5.048 1.214 0.4612
H 4.271 0.704 -1.282 0.5430
H 3.882 1.116 -3.988 0.3227
H 3.641 2.820 -4.369 0.3958
H 5.862 3.420 -3.634 0.3869
H 5.975 2.026 -4.653 0.3986
H 7.446 1.757 -2.775 0.5243
H 6.124 1.986 -1.638 0.2731
H 5.940 -0.072 -3.659 0.2016
H 7.559 -1.288 -2.887 0.2925
H 7.824 -0.117 -1.599 0.4803
H 7.923 -1.125 0.424 0.3180
H 7.080 -2.674 2.135 0.4236
H 5.166 -4.147 1.618 0.4030
H 4.097 -4.026 -0.650 0.4598
H 3.892 -2.604 -2.496 0.3170
C 0.046 5.624 5.858 -0.9357
N -0.939 5.060 4.953 0.1561
C -1.671 3.869 5.355 -0.7388
C -1.197 5.603 3.755 0.0933
O -2.016 5.167 2.962 -0.7405
H 0.828 4.891 6.065 0.3482
H -0.429 5.911 6.798 0.3395
H 0.500 6.505 5.410 0.2982
H -1.490 3.061 4.645 0.0617
H -2.741 4.075 5.370 0.2981
H -1.346 3.560 6.344 0.3927
H -0.595 6.500 3.542 0.3166
C -7.485 -8.702 0.253 -0.9051
N -6.082 -8.376 0.098 0.0767
C -5.081 -9.395 0.363 -0.9442
C -5.668 -7.153 -0.285 0.2268
O -4.504 -6.831 -0.428 -0.6438
H -7.691 -9.008 1.281 0.3290
H -7.760 -9.517 -0.420 0.3268
H -8.096 -7.833 0.017 0.3205
H -4.413 -9.067 1.160 0.2922
H -4.481 -9.573 -0.530 0.2944
H -5.573 -10.318 0.659 0.3820
H -6.501 -6.449 -0.462 0.2033